The following is a DFT calculation (wB97M-V/def2-TZVPD) of C34H76IN8O13PS as an isolated structure in a non-equilibrium geometry.

```
134
Properties=species:S:1:pos:R:3:lowdin_charge:R:1
C -3.329 -3.921 -2.714 -0.100
O -4.518 -3.172 -2.502 -0.181
C -4.484 -1.850 -3.007 -0.220
C -3.214 -1.052 -2.724 -0.182
C -3.505 0.439 -2.584 -0.198
C -4.262 0.765 -1.279 -0.183
C -3.218 0.792 -0.160 -0.200
C -3.789 0.430 1.220 -0.194
C -3.350 -0.955 1.683 -0.179
C -1.847 -1.055 2.007 -0.132
C -0.990 -1.763 0.922 -0.397
C -0.087 -0.800 0.133 -0.191
C 1.372 -0.780 0.604 -0.385
P 2.156 0.807 0.081 0.483
N 1.829 1.149 -1.394 -0.125
O 3.728 0.636 0.279 -0.120
O 1.766 1.980 1.062 -0.102
O 1.371 -0.875 2.042 -0.210
S 1.147 -2.381 2.527 0.529
O 2.326 -3.114 2.260 -0.307
O 0.731 -2.348 3.881 -0.243
C -0.214 -2.959 1.495 -0.653
I 0.520 -4.109 -0.186 0.997
H -2.717 -3.876 -1.817 0.056
H -2.779 -3.623 -3.596 0.086
H -3.622 -4.959 -2.833 0.084
H -4.722 -1.832 -4.072 0.126
H -5.301 -1.335 -2.511 0.108
H -2.565 -1.151 -3.592 0.111
H -2.649 -1.419 -1.874 0.091
H -2.534 0.922 -2.478 0.107
H -3.961 0.854 -3.474 0.084
H -5.067 0.071 -1.070 0.104
H -4.672 1.759 -1.403 0.098
H -2.696 1.741 -0.141 0.115
H -2.501 0.022 -0.403 0.061
H -4.870 0.425 1.122 0.103
H -3.530 1.139 2.001 0.106
H -3.683 -1.700 0.962 0.118
H -3.877 -1.179 2.606 0.105
H -1.753 -1.633 2.921 0.087
H -1.432 -0.070 2.184 0.117
H -1.678 -2.190 0.203 0.091
H -0.092 -1.041 -0.922 0.102
H -0.459 0.213 0.192 0.092
H 1.957 -1.576 0.154 0.081
H 1.217 0.470 -1.829 -0.013
H 3.943 -0.178 -0.207 0.092
H 0.807 1.998 1.205 0.093
H -0.870 -3.587 2.075 0.082
C 3.201 1.619 -6.848 -0.011
C 2.906 1.330 -5.394 -0.552
O 2.782 0.184 -4.974 0.003
N 2.778 2.389 -4.567 0.023
C 2.888 3.803 -4.892 -0.077
H 3.274 0.676 -7.383 0.071
H 2.401 2.213 -7.291 0.083
H 4.146 2.153 -6.949 0.085
H 2.582 2.129 -3.608 0.099
H 3.680 4.244 -4.303 0.053
H 1.946 4.299 -4.641 0.085
H 3.104 3.959 -5.941 0.062
C 6.726 7.161 -6.161 -0.009
C 6.020 6.215 -5.220 -0.535
O 5.099 5.501 -5.587 0.022
N 6.448 6.180 -3.931 0.011
C 7.517 6.946 -3.318 -0.074
H 6.274 7.074 -7.144 0.082
H 6.623 8.191 -5.819 0.085
H 7.784 6.908 -6.238 0.085
H 5.938 5.529 -3.355 0.140
H 8.271 6.269 -2.916 0.084
H 7.117 7.544 -2.497 0.084
H 7.986 7.608 -4.037 0.071
C 1.668 -3.363 8.369 -0.008
C 2.483 -4.617 8.159 -0.553
O 2.721 -5.399 9.068 0.020
N 2.948 -4.849 6.904 0.009
C 2.756 -4.033 5.715 -0.077
H 1.362 -3.305 9.409 0.079
H 2.259 -2.478 8.133 0.083
H 0.777 -3.379 7.742 0.060
H 3.485 -5.697 6.824 0.136
H 2.252 -4.629 4.954 0.080
H 3.734 -3.733 5.332 0.087
H 2.167 -3.147 5.913 0.061
C -7.325 3.254 -5.326 -0.009
C -5.969 2.941 -4.741 -0.541
O -5.838 2.464 -3.626 0.035
N -4.877 3.210 -5.506 0.009
C -4.832 3.771 -6.844 -0.077
H -8.085 2.985 -4.600 0.082
H -7.411 4.319 -5.546 0.084
H -7.492 2.680 -6.237 0.085
H -4.005 2.979 -5.057 0.137
H -4.341 3.070 -7.521 0.083
H -4.262 4.701 -6.835 0.083
H -5.830 3.975 -7.215 0.070
C -1.712 -4.638 6.739 0.001
C -2.428 -3.447 6.149 -0.541
O -2.278 -3.113 4.984 0.024
N -3.256 -2.748 6.967 0.010
C -3.553 -2.992 8.367 -0.072
H -1.092 -5.087 5.970 0.085
H -1.075 -4.330 7.568 0.064
H -2.428 -5.381 7.091 0.088
H -3.703 -1.967 6.513 0.138
H -4.623 -3.167 8.491 0.082
H -3.272 -2.121 8.960 0.084
H -3.011 -3.856 8.736 0.073
C 3.323 -0.397 10.616 -0.009
C 1.910 0.109 10.446 -0.552
O 0.962 -0.650 10.336 0.027
N 1.724 1.457 10.418 0.004
C 2.723 2.503 10.532 -0.079
H 3.305 -1.482 10.619 0.079
H 3.953 -0.059 9.792 0.085
H 3.743 -0.052 11.561 0.085
H 0.761 1.726 10.302 0.137
H 2.500 3.134 11.394 0.082
H 2.709 3.126 9.635 0.082
H 3.715 2.085 10.652 0.070
C 1.187 -1.951 -6.537 -0.014
C -0.139 -2.468 -7.033 -0.550
O -0.961 -2.983 -6.289 0.019
N -0.407 -2.344 -8.361 0.002
C 0.434 -1.766 -9.392 -0.080
H 1.257 -2.114 -5.468 0.081
H 2.009 -2.476 -7.025 0.091
H 1.275 -0.883 -6.724 0.064
H -1.308 -2.708 -8.626 0.136
H -0.082 -0.927 -9.862 0.080
H 0.646 -2.515 -10.158 0.081
H 1.371 -1.413 -8.977 0.067
```

energy	-103256.271	eV
frontier orbital gap	9.097	eV
LUMO	0.251	eV
energy above the lowest of the compared OMol25 structures with the same formula, charge and spin	0.0	kJ/mol